# 1
Entry from the OMol25 dataset: C19H14NO2PPtSbSe4 as an isolated structure (ωB97M-V/def2-TZVPD).

Frontier orbital gap: 0.2129 hartree
Net charge: +1
LUMO level: -5.64 eV
Calculated total energy: -305966.896 eV

Positions of all 43 atoms, in Å:
Pt  1.7302  1.3704  -0.1322
O  1.5653  2.5715  2.4340
C  1.2779  1.5648  1.8690
C  0.5863  0.3914  2.4965
C  0.5659  0.2201  3.8718
C  -0.0577  -0.9028  4.4013
C  -0.6734  -1.8276  3.5684
C  -0.6817  -1.6422  2.1902
C  -0.0445  -0.5326  1.6605
P  0.0258  -0.0925  -0.0773
C  -1.3058  1.0563  -0.4412
C  -1.3863  1.5720  -1.7406
C  -2.3625  2.5033  -2.0492
C  -3.2542  2.9198  -1.0687
C  -3.1736  2.4111  0.2212
C  -2.1971  1.4827  0.5434
C  -0.1295  -1.5221  -1.1379
C  0.9630  -2.3422  -1.4161
C  0.7799  -3.4862  -2.1736
C  -0.4831  -3.8129  -2.6501
C  -1.5707  -2.9961  -2.3751
C  -1.3997  -1.8472  -1.6195
H  1.0499  0.9487  4.5088
H  -0.0576  -1.0614  5.4712
H  -1.1503  -2.7004  3.9934
H  -1.1719  -2.3578  1.5416
H  -0.7000  1.2321  -2.5084
H  -2.4296  2.9022  -3.0520
H  -4.0175  3.6469  -1.3116
H  -3.8719  2.7400  0.9785
H  -2.1305  1.0926  1.5511
H  1.9483  -2.0812  -1.0557
H  1.6263  -4.1210  -2.3978
H  -0.6190  -4.7070  -3.2436
H  -2.5522  -3.2496  -2.7518
H  -2.2475  -1.2062  -1.4135
Se  2.4099  1.0559  -2.6293
Sb  4.6092  0.7201  -1.5749
Se  3.4267  -0.2668  0.4844
Se  6.8056  0.0043  -1.9904
Se  4.8588  3.1635  -0.6385
O  2.4043  4.0900  -0.0850
N  3.0346  3.0961  -0.2515

# 2
Entry from the OMol25 dataset: C19H14O6PPtS as an isolated structure (ωB97M-V/def2-TZVPD).

Frontier orbital gap: 0.1717 hartree
Net charge: +1
ΔE to the lowest compared entry with this formula, charge and spin: 1.0538 eV
LUMO level: -7.25 eV
Calculated total energy: -55576.028 eV

Positions of all 42 atoms, in Å:
Pt  -0.0397  0.3879  0.4574
O  -2.7611  -1.6150  1.6882
S  -2.4297  -1.1440  0.1653
O  -3.5286  -1.6013  -0.5999
O  -1.1265  -1.7183  -0.1605
O  -2.2382  0.3226  0.2918
O  3.8624  1.1803  0.6943
C  2.7614  1.1100  1.1727
O  1.6636  1.3064  0.4878
C  2.5849  0.8208  2.6256
C  3.3741  1.5118  3.5390
C  3.3592  1.1663  4.8760
C  2.5797  0.1030  5.3138
C  1.7825  -0.5832  4.4159
C  1.7598  -0.2089  3.0649
P  0.7276  -1.1015  1.8799
C  1.6027  -2.5708  1.3766
C  2.9725  -2.6572  1.6372
C  3.6602  -3.8046  1.2723
C  2.9971  -4.8361  0.6296
C  1.6398  -4.7386  0.3441
C  0.9371  -3.6022  0.7009
C  -0.7155  -1.6969  2.8764
C  -2.0516  -1.0388  2.7835
C  -2.9922  -1.3111  3.9027
C  -2.7619  -2.3156  4.7828
C  -1.5889  -3.0757  4.6436
C  -0.5709  -2.7569  3.7081
H  4.0169  2.3032  3.1789
H  3.9780  1.7070  5.5785
H  2.5883  -0.1885  6.3549
H  1.1768  -1.4004  4.7729
H  3.4918  -1.8505  2.1366
H  4.7172  -3.8839  1.4820
H  3.5439  -5.7218  0.3356
H  1.1343  -5.5438  -0.1699
H  -0.1103  -3.5105  0.4629
H  -1.9304  0.0457  2.6247
H  -3.9228  -0.7576  3.8982
H  -3.4704  -2.5490  5.5644
H  -1.4436  -3.9328  5.2921
H  0.3448  -3.3355  3.7053

| no. | HOMO (eV) |
| --- | --- |
| 1 | -11.4344 |
| 2 | -11.9200 |